Entry 1:
Below is C6H13NO4S in the gas phase in a non-equilibrium geometry, with properties calculated with the ωB97M-V functional and the def2-TZVPD basis.

Geometry as XYZ:
```
25
Properties=species:S:1:pos:R:3:nbo_charge:R:1
N 1.790 -0.679 1.383 -1.069
S 2.091 -0.205 -0.169 2.470
O 3.498 0.010 -0.316 -0.907
O 1.341 -1.094 -1.045 -0.929
O 1.456 1.283 -0.303 -0.709
C 0.152 1.597 0.214 -0.082
C -0.973 0.674 -0.195 0.050
C -2.342 1.361 -0.127 -0.420
C -3.443 0.317 0.135 -0.391
C -3.048 -1.030 -0.490 -0.437
C -1.747 -1.520 0.159 -0.067
O -0.976 -0.444 0.689 -0.570
H 0.808 -0.752 1.546 0.423
H 2.292 -0.139 2.060 0.399
H -0.018 2.608 -0.172 0.213
H 0.201 1.657 1.301 0.188
H -0.767 0.298 -1.215 0.204
H -2.532 1.874 -1.043 0.210
H -2.352 2.112 0.678 0.205
H -4.381 0.672 -0.255 0.215
H -3.560 0.189 1.221 0.204
H -3.824 -1.788 -0.361 0.223
H -2.913 -0.886 -1.578 0.201
H -1.932 -2.169 1.010 0.187
H -1.153 -2.079 -0.539 0.192
```

As for the charge: 0. For the highest occupied orbital energy, the calculation gives -10.17 eV. The LUMO energy is 0.67 eV.

Entry 2:
Below is a molecular structure, C13H36F13N4O25S7Y2 in a non-equilibrium geometry, with properties calculated with the ωB97M-V functional and the def2-TZVPD basis.

Geometry as XYZ:
```
100
Properties=species:S:1:pos:R:3:lowdin_charge:R:1
Y -7.159 21.524 -19.932 1.789
Y -6.898 16.896 -16.721 1.828
C -3.923 20.602 -16.709 -0.633
F -3.626 21.872 -16.912 0.171
F -3.453 19.801 -17.657 0.163
F -3.411 20.217 -15.541 0.147
S -5.802 20.468 -16.627 0.631
O -6.239 21.087 -17.885 -0.390
O -6.155 19.043 -16.634 -0.398
O -6.236 21.146 -15.446 -0.245
C -10.428 20.371 -16.725 -0.632
F -10.014 21.610 -16.703 0.178
F -10.183 19.779 -15.539 0.128
F -11.732 20.253 -16.904 0.179
S -9.559 19.326 -18.041 0.653
O -8.692 18.337 -17.373 -0.410
O -10.585 18.669 -18.843 -0.237
O -8.797 20.337 -18.831 -0.432
C -4.840 17.499 -21.120 -0.683
F -4.933 16.216 -21.315 0.202
F -3.761 17.887 -20.466 0.177
F -4.799 18.142 -22.270 0.180
S -6.415 17.992 -20.220 0.617
O -6.311 19.423 -19.921 -0.419
O -7.537 17.704 -21.080 -0.232
O -6.525 17.188 -18.990 -0.406
N -5.492 23.010 -19.929 -0.412
S -3.959 22.865 -20.389 0.494
O -2.921 23.436 -19.586 -0.225
O -3.778 22.672 -21.791 -0.213
F -3.899 21.354 -19.802 -0.213
S -5.285 24.694 -19.563 0.601
O -4.699 25.527 -20.580 -0.205
O -5.075 24.967 -18.169 -0.226
F -6.842 25.138 -19.651 -0.205
N -4.710 16.600 -16.551 -0.402
S -3.769 16.733 -15.312 0.431
O -2.621 17.589 -15.281 -0.209
O -3.718 15.570 -14.463 -0.234
F -4.893 17.575 -14.525 -0.221
S -3.448 15.647 -17.383 0.607
O -3.197 14.344 -16.859 -0.196
O -2.351 16.342 -17.978 -0.201
F -4.362 15.328 -18.673 -0.192
O -7.749 17.790 -14.704 -0.106
H -7.864 18.730 -14.452 0.060
H -7.745 17.312 -13.859 0.103
O -7.327 20.074 -12.964 -0.045
H -7.190 20.763 -13.622 0.009
H -6.525 20.099 -12.416 0.025
O -8.363 22.994 -18.652 -0.128
H -8.734 23.831 -18.972 0.100
H -8.257 23.118 -17.667 0.041
O -7.974 23.397 -16.042 -0.021
H -8.090 24.215 -15.543 0.092
H -7.584 22.771 -15.418 0.040
C 0.483 20.135 -19.908 -0.236
C -0.651 19.081 -19.919 -0.236
O -0.102 17.767 -19.803 -0.069
O 1.317 19.946 -21.041 -0.045
H 1.021 20.043 -18.967 0.126
H -0.017 21.106 -19.963 0.091
H -1.224 19.193 -20.840 0.112
H -1.312 19.117 -19.045 0.100
H 0.081 17.616 -18.873 0.078
H 0.775 20.212 -21.791 0.087
C -2.846 17.185 -11.031 -0.045
C -3.977 18.186 -11.119 -0.420
C -3.577 19.350 -12.023 -0.168
O -4.600 20.362 -12.040 -0.217
C -4.137 21.596 -12.531 -0.101
N -5.265 17.593 -11.534 0.053
H -2.988 16.356 -10.337 0.083
H -1.934 17.715 -10.752 0.085
H -2.643 16.694 -11.986 0.075
H -4.172 18.693 -10.164 0.142
H -3.381 19.113 -13.074 0.109
H -2.661 19.792 -11.620 0.130
H -3.176 21.934 -12.147 0.094
H -4.924 22.338 -12.378 0.096
H -4.086 21.616 -13.628 0.063
H -5.901 18.373 -11.629 0.041
H -5.513 16.966 -10.778 0.080
C -1.052 23.071 -14.752 -0.052
C -0.956 24.414 -15.472 -0.443
C -0.873 24.298 -16.975 -0.221
O 0.203 23.474 -17.367 -0.167
C 0.483 23.600 -18.742 -0.106
N -2.058 25.314 -15.148 0.036
H -0.150 22.469 -14.869 0.083
H -1.971 22.539 -14.997 0.048
H -1.131 23.174 -13.662 0.070
H -0.079 24.978 -15.136 0.145
H -0.773 25.323 -17.338 0.133
H -1.850 23.876 -17.249 0.106
H 0.695 24.625 -19.060 0.096
H -0.373 23.171 -19.274 0.061
H 1.379 23.017 -18.956 0.091
H -2.099 25.390 -14.135 0.071
H -2.954 24.886 -15.383 0.065
```

As for the charge: +1. For the highest occupied orbital energy, the calculation gives -11.04 eV. The LUMO energy is -4.75 eV.

Entry 3:
Below is a molecular structure, C20H30B2BrClF4N6O6Sn in a non-equilibrium geometry, with properties calculated with the ωB97M-V functional and the def2-TZVPD basis.

Geometry as XYZ:
```
71
Properties=species:S:1:pos:R:3:lowdin_charge:R:1
Sn 0.079 0.035 0.546 1.593
C -2.115 -2.364 -3.269 0.006
C -1.777 -1.509 -2.089 -0.253
N -0.656 -0.934 -1.919 0.003
O 0.286 -1.076 -2.887 0.065
B 1.493 -0.259 -2.630 -1.122
F 2.359 -0.437 -3.673 0.188
F 2.081 -0.693 -1.411 0.050
O 1.227 1.189 -2.496 0.054
N 0.307 1.507 -1.551 0.018
C -0.330 2.595 -1.739 -0.236
C -0.025 3.516 -2.878 0.017
C -1.445 2.890 -0.815 -0.246
N -1.663 1.995 0.057 0.003
O -2.731 2.140 0.847 0.077
B -2.935 0.947 1.711 -1.120
F -3.954 1.217 2.573 0.197
F -1.690 0.705 2.360 0.071
O -3.307 -0.253 0.934 0.063
N -2.396 -0.543 -0.022 0.002
C -2.776 -1.258 -1.010 -0.236
C -4.163 -1.803 -1.138 0.011
C -2.280 4.123 -0.971 0.010
H -1.300 -2.318 -3.984 0.082
H -2.246 -3.404 -2.957 0.096
H -3.037 -2.035 -3.750 0.085
H 0.640 3.016 -3.574 0.086
H -0.930 3.821 -3.402 0.086
H 0.468 4.417 -2.502 0.102
H -4.752 -1.507 -0.276 0.083
H -4.645 -1.430 -2.043 0.092
H -4.134 -2.893 -1.194 0.096
H -1.700 5.012 -0.711 0.097
H -2.640 4.237 -1.994 0.086
H -3.129 4.058 -0.299 0.084
N 2.445 -0.336 1.105 -0.019
C 3.308 0.159 2.201 -0.203
C 3.925 1.529 1.913 -0.178
C 2.984 2.710 2.141 -0.177
C 1.772 2.689 1.215 -0.212
N 0.679 1.855 1.752 -0.012
H 2.225 -1.316 1.277 0.077
H 2.935 -0.300 0.220 0.082
H 4.121 -0.548 2.381 0.122
H 2.703 0.208 3.104 0.092
H 4.298 1.553 0.882 0.119
H 4.786 1.644 2.573 0.115
H 3.538 3.635 1.973 0.114
H 2.656 2.715 3.184 0.123
H 2.077 2.275 0.249 0.099
H 1.409 3.701 1.039 0.123
H -0.169 2.371 1.963 0.105
H 0.932 1.364 2.640 0.040
Cl -2.002 -0.879 5.171 0.612
C -0.272 -1.293 5.019 -0.466
C 0.323 -0.487 3.866 -0.693
O 0.875 0.592 4.145 -0.020
O 0.217 -1.019 2.710 -0.146
H -0.205 -2.357 4.814 0.075
H 0.221 -1.025 5.946 0.074
Br -0.046 -6.904 0.737 0.731
C -0.026 -5.020 0.525 -0.692
C -0.927 -4.253 1.246 -0.106
C -0.909 -2.868 1.107 -0.109
C 0.035 -2.333 0.254 -0.188
C 0.938 -3.062 -0.479 -0.079
C 0.893 -4.451 -0.338 -0.111
H -1.637 -4.721 1.914 0.106
H -1.596 -2.256 1.673 0.104
H 1.641 -2.608 -1.156 0.103
H 1.572 -5.072 -0.906 0.104
```

As for the charge: 0. For the highest occupied orbital energy, the calculation gives -8.75 eV. The LUMO energy is -1.44 eV.

Entry 4:
Below is a molecular structure, C36H27BrCeI2N4O6 in a non-equilibrium geometry, with properties calculated with the ωB97M-V functional and the def2-TZVPD basis.

Geometry as XYZ:
```
77
Properties=species:S:1:pos:R:3:lowdin_spin:R:1
Ce -0.075 0.321 -0.396 1.008
I 3.375 6.398 3.834 0.000
C 2.374 5.033 2.550 0.001
C 1.913 5.466 1.319 0.000
C 1.322 4.537 0.504 0.001
I 0.618 5.041 -1.420 0.000
C 1.183 3.164 0.813 0.000
O 0.689 2.358 -0.038 -0.002
C 1.609 2.790 2.121 0.001
C 1.525 1.352 2.557 0.000
N 0.229 0.705 2.298 -0.001
C -0.889 1.342 2.995 0.000
C -1.445 2.469 2.157 0.000
C -1.543 3.762 2.657 0.000
C -2.017 4.767 1.833 0.000
C -2.420 4.439 0.547 0.000
C -2.297 3.123 0.133 0.000
N -1.820 2.157 0.913 0.000
C 2.212 3.718 2.948 0.000
H 2.016 6.492 0.996 0.000
H 1.771 1.292 3.630 0.000
H 2.275 0.782 1.992 0.000
H 0.328 -0.256 2.627 0.000
H -0.592 1.736 3.981 0.000
H -1.674 0.592 3.136 0.000
H -1.232 3.978 3.669 0.000
H -2.059 5.789 2.184 0.000
H -2.798 5.188 -0.130 0.000
H -2.581 2.830 -0.871 0.000
H 2.591 3.397 3.910 0.000
O 2.548 -1.003 -5.768 0.000
C 2.065 -1.067 -4.502 0.000
C 0.803 -1.585 -4.225 0.000
C 0.388 -1.631 -2.906 0.000
N 1.145 -1.181 -1.910 -0.001
C 2.345 -0.663 -2.169 0.000
C 2.855 -0.595 -3.454 0.000
C 3.043 -0.118 -0.896 0.000
O 4.218 0.219 -0.958 0.000
O 2.272 -0.098 0.107 -0.002
C -0.973 -2.169 -2.432 0.000
O -1.569 -2.986 -3.122 0.000
O -1.316 -1.710 -1.298 -0.001
H 1.869 -1.305 -6.387 0.000
H 0.137 -1.928 -5.003 0.000
H 3.830 -0.176 -3.641 0.000
C -5.900 -1.056 1.006 0.000
C -4.472 -1.506 1.052 0.000
C -4.132 -2.848 0.876 0.000
C -2.809 -3.238 0.945 0.000
C -1.866 -2.242 1.133 0.000
Br -0.010 -2.651 1.271 0.000
N -2.150 -0.961 1.290 0.000
C -3.436 -0.610 1.262 0.000
H -6.520 -1.655 1.674 0.000
H -6.280 -1.174 -0.009 0.000
H -5.998 -0.012 1.294 0.000
H -4.899 -3.585 0.691 0.000
H -2.511 -4.265 0.815 0.000
H -3.627 0.445 1.429 0.000
C -4.723 0.493 -4.228 0.000
C -4.439 0.166 -2.893 0.000
C -3.221 0.474 -2.359 0.000
C -2.195 1.062 -3.135 0.000
C -0.897 1.267 -2.554 -0.004
C 0.048 1.803 -3.422 0.000
C -0.237 2.181 -4.746 0.000
C -1.488 1.996 -5.266 0.000
C -2.496 1.401 -4.483 0.000
C -3.780 1.115 -4.995 0.000
H -5.696 0.256 -4.639 0.000
H -5.189 -0.338 -2.297 0.000
H -2.999 0.242 -1.317 0.000
H 1.066 1.971 -3.066 0.000
H 0.539 2.635 -5.351 0.000
H -1.715 2.300 -6.280 0.000
H -3.992 1.385 -6.023 0.000
```

As for the charge: -1. The spin multiplicity is 2. For the highest occupied orbital energy (alpha / beta), the calculation gives -4.67 / -5.08 eV. The LUMO energy (alpha / beta) is 2.11 / 2.11 eV. Its expectation value of S² is 0.7507.

Entry 5:
Below is C14H12O5 in the gas phase, with properties calculated with the ωB97M-V functional and the def2-TZVPD basis.

Geometry as XYZ:
```
31
Properties=species:S:1:pos:R:3:nbo_charge:R:1
O -5.196 -1.357 1.862 -0.558
C -4.594 -0.400 2.244 0.771
O -5.073 0.464 3.148 -0.688
C -3.204 0.029 1.804 -0.179
O -2.726 -0.892 0.859 -0.466
C -1.497 -0.702 0.323 0.340
C -1.095 -1.666 -0.616 -0.273
C 0.128 -1.576 -1.226 -0.140
C 1.003 -0.523 -0.926 -0.198
C 2.294 -0.329 -1.503 0.101
C 3.066 0.720 -1.129 -0.155
C 2.637 1.691 -0.151 0.756
O 3.260 2.647 0.240 -0.566
O 1.378 1.481 0.372 -0.476
C 0.597 0.437 0.018 0.429
C -0.648 0.348 0.638 -0.367
C 4.388 0.723 -1.832 -0.417
C 4.188 -0.313 -2.952 -0.387
C 2.992 -1.181 -2.517 -0.443
H -5.961 0.198 3.435 0.504
H -3.277 1.042 1.384 0.210
H -2.561 0.068 2.695 0.210
H -1.778 -2.470 -0.835 0.233
H 0.432 -2.321 -1.945 0.219
H -0.905 1.113 1.352 0.232
H 4.645 1.713 -2.207 0.228
H 5.175 0.423 -1.135 0.215
H 5.083 -0.909 -3.121 0.214
H 3.944 0.200 -3.883 0.207
H 2.345 -1.443 -3.354 0.221
H 3.321 -2.111 -2.045 0.221
```

As for the charge: 0. For the highest occupied orbital energy, the calculation gives -8.33 eV. The LUMO energy is 0.28 eV.

Question: What is the formula in the fourth record?
Answer: C36H27BrCeI2N4O6